# 1
ORCA calculation (ωB97M-V/def2-TZVPD) on C31H33N5O3SSbTi as an isolated structure.

Its gap between HOMO and LUMO is 7.11 eV. Its HOMO energy is -10.9040 eV. For the energy above the lowest of the compared OMol25 structures with the same formula, charge and spin, the calculation gives 8.4 kcal per mole. The total energy is -86759.6851 eV. The net charge is +1.

Positions of all 75 atoms, in Å:
Sb: -3.479 -1.724 -0.743
Ti: 0.195 -0.742 -0.342
S: -1.772 2.003 -0.192
O: -1.264 0.667 -0.758
O: -0.403 -1.738 1.074
O: 0.889 0.534 0.747
N: 0.287 -2.732 -1.231
N: 4.635 -0.568 -3.729
N: 2.262 -1.426 -0.361
N: 0.772 -0.097 -2.192
N: 2.349 3.430 -4.310
C: 0.731 4.786 1.166
C: -2.144 -4.306 2.926
C: 2.632 -2.479 -1.340
C: -0.990 -2.905 1.371
C: 0.484 3.272 -1.153
C: -1.512 -3.108 2.643
C: -4.915 -3.169 -0.085
C: 1.775 1.611 2.654
C: -1.051 -3.918 0.409
C: -3.597 -0.683 1.148
C: 1.656 4.944 0.140
C: -0.305 3.867 1.058
C: -1.672 -5.132 0.726
C: 1.407 -2.871 -2.163
C: 2.857 1.824 3.492
C: -0.265 -3.804 -0.800
C: -2.240 -5.318 1.969
C: 4.177 0.248 2.262
C: 1.582 0.441 -2.841
C: 4.064 1.153 3.299
C: 3.092 0.008 1.414
C: -0.415 3.117 -0.102
C: -2.650 2.680 -1.581
C: 2.489 2.324 -4.021
C: 2.587 0.976 -3.592
C: 2.770 5.944 0.256
C: 1.901 0.710 1.608
C: 3.217 -0.979 0.364
C: -4.945 -0.544 -1.763
C: 1.516 4.176 -1.021
C: 3.738 0.154 -3.724
H: -4.477 -3.778 0.705
H: -1.959 2.826 -2.409
H: 0.840 2.135 2.791
H: -5.240 -3.821 -0.893
H: -0.056 -4.738 -1.327
H: -3.070 3.630 -1.253
H: -2.733 -6.249 2.210
H: 2.924 6.247 1.289
H: -1.699 -5.920 -0.016
H: -1.012 3.738 1.867
H: 1.500 -3.897 -2.523
H: -4.504 0.174 -2.451
H: 1.256 -2.215 -3.015
H: 2.216 4.304 -1.838
H: -3.444 1.988 -1.845
H: -5.568 -1.217 -2.350
H: 3.451 -2.135 -1.976
H: -3.947 -1.398 1.891
H: -2.641 -0.277 1.479
H: 2.539 6.837 -0.327
H: 0.823 5.379 2.065
H: -5.776 -2.630 0.309
H: -1.428 -2.319 3.377
H: 4.901 1.335 3.957
H: -5.571 -0.029 -1.035
H: 4.216 -1.393 0.211
H: -4.324 0.126 1.073
H: 2.762 2.527 4.308
H: 3.704 5.537 -0.131
H: 5.102 -0.290 2.101
H: -2.565 -4.459 3.911
H: 0.371 2.704 -2.066
H: 2.971 -3.347 -0.769



# 2
ORCA calculation (ωB97M-V/def2-TZVPD) on a 7-piece molecular cluster, C31H33N5O6 overall at a distorted geometry.

The SMILES is O=C1OCCO1.O=C1OCCO1.c1ccncc1.c1ccncc1.c1ccncc1.c1ccncc1.c1ccncc1. Its gap between HOMO and LUMO is 9.41 eV. Its HOMO energy is -9.2409 eV. For the energy above the lowest of the compared OMol25 structures with the same formula, charge and spin, the calculation gives 49.8 kcal per mole. The total energy is -52416.5833 eV. The net charge is 0.

Positions of all 75 atoms, in Å:
O: -21.231 8.698 -12.417
O: -22.854 13.819 -10.135
O: -21.150 10.682 -13.488
O: -19.425 10.029 -12.236
O: -22.070 14.304 -12.205
O: -24.203 14.671 -11.718
N: -22.829 14.799 -2.934
N: -19.455 5.486 -8.238
N: -20.190 11.552 -7.187
N: -18.323 14.066 -9.153
N: -22.619 7.124 -2.340
C: -19.310 14.941 -9.308
C: -20.650 9.699 -12.682
C: -17.522 13.831 -10.174
C: -20.776 9.617 -9.055
C: -17.637 14.478 -11.400
C: -22.577 8.651 -4.641
C: -21.579 12.768 -2.727
C: -19.526 15.637 -10.486
C: -22.100 6.220 -7.896
C: -22.363 14.920 -4.172
C: -22.439 13.744 -2.234
C: -24.184 14.619 -13.138
C: -18.704 15.342 -11.564
C: -20.174 5.959 -9.264
C: -23.036 14.165 -11.253
C: -23.706 7.294 -3.081
C: -20.794 11.869 -8.333
C: -21.437 8.530 -3.862
C: -22.685 14.418 -13.490
C: -21.331 5.902 -6.805
C: -20.113 9.269 -7.895
C: -20.192 11.743 -13.584
C: -19.905 10.276 -6.963
C: -21.492 14.009 -4.760
C: -23.750 8.041 -4.253
C: -21.518 7.754 -2.714
C: -21.101 10.934 -9.312
C: -21.128 12.894 -4.033
C: -20.012 5.493 -7.039
C: -18.914 11.139 -12.971
C: -21.516 6.254 -9.161
H: -22.709 15.780 -4.736
H: -20.634 7.602 -2.102
H: -20.500 12.626 -13.029
H: -22.144 6.568 -9.984
H: -18.440 11.857 -12.308
H: -21.755 5.903 -5.809
H: -21.305 11.938 -2.090
H: -19.886 15.173 -8.418
H: -22.807 13.649 -1.218
H: -24.584 6.744 -2.753
H: -22.379 15.294 -14.055
H: -22.517 9.219 -5.566
H: -18.903 15.789 -12.534
H: -19.427 5.068 -6.229
H: -18.223 10.771 -13.727
H: -16.904 14.288 -12.172
H: -24.839 13.845 -13.544
H: -20.048 11.924 -14.648
H: -21.011 8.855 -9.789
H: -24.608 15.559 -13.494
H: -19.434 10.067 -6.005
H: -20.904 12.934 -8.489
H: -20.476 8.901 -4.193
H: -23.138 6.517 -7.805
H: -21.200 14.102 -5.798
H: -19.803 8.252 -7.701
H: -20.506 12.107 -4.441
H: -19.662 6.024 -10.218
H: -22.511 13.497 -14.038
H: -20.303 16.383 -10.570
H: -24.679 8.153 -4.791
H: -21.575 11.243 -10.233
H: -16.704 13.133 -10.019



# 3
ORCA calculation (ωB97M-V/def2-TZVPD) on C31H33N6OS3Sn as an isolated structure at a distorted geometry.

Its gap between HOMO and LUMO is 5.82 eV. Its HOMO energy is -15.7520 eV. For the energy above the lowest of the compared OMol25 structures with the same formula, charge and spin, the calculation gives 8.6 kcal per mole. The total energy is -81983.4569 eV. The net charge is +3.

Positions of all 75 atoms, in Å:
Sn: -0.101 0.179 0.131
S: -1.116 1.940 1.992
S: 2.097 1.460 1.095
S: -0.150 2.435 -1.297
O: -2.204 0.465 -0.122
N: -0.874 -0.977 -1.649
N: -0.478 -1.497 1.484
N: 1.724 -0.712 4.221
N: 1.711 -0.800 -1.174
N: -2.162 -1.307 -1.554
N: 3.552 0.726 4.748
C: -0.121 -1.258 -2.651
C: 2.463 2.503 -0.342
C: -4.242 -0.743 -0.515
C: -0.565 -2.749 0.989
C: -4.875 -1.836 -1.119
C: -1.513 3.288 -0.473
C: 3.599 -1.367 -3.122
C: 1.591 2.709 2.310
C: -0.773 -3.826 1.817
C: -0.684 -1.737 -3.947
C: 0.294 2.367 3.028
C: 2.843 -0.053 3.941
C: 1.328 -1.125 -2.421
C: -0.846 -3.618 3.188
C: -0.746 -2.095 5.161
C: 3.114 0.801 6.006
C: -6.225 -2.042 -0.910
C: -6.319 -0.088 0.510
C: 3.017 -0.810 -0.881
C: -0.703 -2.334 3.709
C: -1.433 3.461 1.042
C: 1.332 3.379 -0.876
C: 3.992 -1.105 -1.819
C: 0.077 -1.354 5.896
C: 1.291 -0.627 5.489
C: 1.984 0.121 6.431
C: 2.243 -1.392 -3.425
C: -0.550 -1.298 2.808
C: -4.970 0.126 0.306
C: -2.830 -0.495 -0.733
C: -6.945 -1.167 -0.103
H: 1.547 3.671 1.806
H: 2.393 2.754 3.048
H: -0.997 -4.456 3.857
H: -0.687 4.196 1.342
H: 0.437 1.490 3.663
H: -4.471 0.968 0.768
H: 3.687 1.421 6.685
H: 1.674 3.849 -1.799
H: 1.053 4.175 -0.189
H: 1.911 -1.628 -4.425
H: -4.305 -2.516 -1.736
H: -1.537 -2.624 5.685
H: -1.757 -1.872 -3.861
H: -6.890 0.584 1.136
H: -1.614 4.265 -0.948
H: -0.513 -0.281 3.167
H: -0.228 -2.687 -4.233
H: -0.479 -2.864 -0.082
H: 3.305 3.134 -0.052
H: 3.222 -0.161 2.928
H: -6.721 -2.886 -1.368
H: 3.292 -0.594 0.144
H: 2.822 1.814 -1.108
H: 5.032 -1.132 -1.526
H: -0.869 -4.815 1.394
H: -8.005 -1.325 0.045
H: 4.333 -1.567 -3.891
H: -2.380 2.690 -0.745
H: -0.126 -1.314 6.961
H: -0.008 3.192 3.675
H: -2.404 3.826 1.378
H: -0.475 -1.013 -4.739
H: 1.655 0.174 7.460



# 4
ORCA calculation (ωB97M-V/def2-TZVPD) on C31H33N8ORuS2 as an isolated structure at a distorted geometry.

Its gap between HOMO and LUMO (spin up / spin down) is 5.69 / 5.03 eV. Its HOMO energy (spin up / spin down) is -6.7466 / -6.6404 eV. For the energy above the lowest of the compared OMol25 structures with the same formula, charge and spin, the calculation gives 62.3 kcal per mole. As for the multiplicity: 2. As for the expectation value of S²: 0.768. The total energy is -70902.6023 eV. The net charge is 0.

Positions of all 76 atoms, in Å:
Ru: 0.456 -0.551 -0.246
S: 2.257 1.282 2.509
S: 2.888 -0.454 0.261
O: 0.654 -3.155 -0.104
N: 0.975 -0.522 -2.578
N: 0.319 -1.422 2.114
N: -0.072 4.072 -0.046
N: 5.908 -2.176 1.475
N: 1.789 2.720 -0.367
N: 0.794 -3.821 -2.249
N: -0.242 1.722 -0.047
N: 5.306 0.759 4.627
C: 0.277 -3.895 -1.007
C: 0.460 2.820 -0.107
C: -0.776 -1.081 2.907
C: -1.592 -1.381 -0.045
C: -2.079 -1.325 2.439
C: -2.253 3.066 -0.423
C: -1.498 4.288 0.067
C: -3.910 -2.900 -0.424
C: -2.350 -1.788 1.065
C: -2.941 -0.532 4.558
C: -0.584 -0.502 4.161
C: -2.059 -1.685 -1.320
C: 0.751 5.226 0.249
C: -3.221 -2.419 -1.522
C: -1.654 1.844 0.261
C: 1.195 -1.633 -3.310
C: -3.478 -2.585 0.848
C: -0.790 -4.940 -0.799
C: 2.723 3.780 -0.054
C: 0.483 0.552 -3.225
C: -3.145 -1.045 3.291
C: 0.927 -1.698 -4.666
C: 2.106 5.118 -0.440
C: 1.791 -2.824 -2.599
C: 4.474 -0.309 2.463
C: 5.270 -1.323 1.909
C: 0.393 -0.593 -5.320
C: 0.168 0.557 -4.567
C: 3.310 0.125 1.848
C: -1.658 -0.233 4.984
C: 4.920 0.276 3.657
H: -0.221 1.451 -5.034
H: -4.800 -3.498 -0.557
H: 2.147 1.770 -0.260
H: -1.725 -4.583 -1.232
H: -0.516 -5.882 -1.265
H: -1.766 4.517 1.106
H: -1.751 5.166 -0.538
H: -1.498 0.201 5.959
H: 0.221 -2.326 1.652
H: 0.365 1.442 -2.617
H: 2.251 -2.488 -1.662
H: 0.402 -4.386 -2.988
H: 2.549 -3.292 -3.233
H: -2.123 2.964 -1.502
H: -2.157 0.932 -0.075
H: 3.644 3.596 -0.615
H: -3.787 -0.351 5.201
H: -1.523 -1.334 -2.199
H: 0.186 -0.621 -6.379
H: 1.164 -2.597 -5.217
H: -1.776 1.912 1.352
H: -3.572 -2.631 -2.523
H: -4.018 -2.967 1.702
H: -3.315 3.154 -0.199
H: -0.946 -5.090 0.266
H: 0.892 5.331 1.336
H: 2.969 3.782 1.017
H: 0.419 -0.264 4.483
H: 2.747 5.942 -0.123
H: 0.216 6.111 -0.108
H: 1.983 5.169 -1.524
H: 1.202 -1.348 2.611
H: -4.153 -1.196 2.937



# 5
ORCA calculation (ωB97M-V/def2-TZVPD) on a 2-piece molecular cluster, C31H33NO5 overall at a distorted geometry.

Its gap between HOMO and LUMO is 1.67 eV. Its HOMO energy is -4.6720 eV. For the energy above the lowest of the compared OMol25 structures with the same formula, charge and spin, the calculation gives 13.6 kcal per mole. The total energy is -44406.4572 eV. The net charge is 0.

Positions of all 70 atoms, in Å:
O: -2.683 -2.501 -2.500
O: -0.230 -8.397 -2.112
O: 0.778 -0.934 -3.905
O: -1.318 -0.750 -2.513
O: 1.787 -2.895 -4.185
N: 1.199 5.096 0.198
C: 2.017 1.046 -4.074
C: -0.938 -0.328 6.703
C: 0.142 3.460 1.371
C: -0.908 0.317 5.352
C: 0.286 4.096 0.108
C: 0.374 1.239 3.514
C: 0.522 -6.516 -3.354
C: 1.720 5.151 1.493
C: 1.280 4.183 3.645
C: 0.498 -5.167 -3.616
C: -2.093 0.664 4.687
C: 2.194 5.102 4.192
C: -1.545 -2.062 -2.703
C: 2.833 6.058 3.390
C: -2.053 1.305 3.461
C: -0.392 -2.870 -3.154
C: 2.016 -0.407 -4.448
C: 0.799 -2.271 -3.785
C: 1.069 4.165 2.274
C: -2.165 1.387 -1.981
C: 0.321 0.583 4.735
C: -1.445 -4.920 -2.203
C: 1.528 6.019 -0.873
C: 2.587 6.100 2.010
C: -1.432 -6.272 -1.917
C: -2.519 -0.070 -2.074
C: -0.407 -7.093 -2.448
C: -0.815 1.682 2.870
C: -0.800 2.479 1.683
C: -1.046 -8.957 -1.055
C: -0.452 -4.279 -3.010
H: -1.968 -0.481 7.040
H: -1.860 1.770 -2.961
H: -2.108 -8.961 -1.336
H: -1.642 2.379 0.993
H: -0.911 -8.407 -0.113
H: -3.323 -0.244 -2.803
H: 1.968 5.484 -1.724
H: 0.628 6.541 -1.227
H: 3.042 6.842 1.360
H: -0.434 -1.303 6.689
H: 2.012 -0.564 -5.536
H: -0.422 0.286 7.452
H: -0.679 -9.979 -0.951
H: 2.400 5.071 5.263
H: -0.246 3.889 -0.815
H: -3.050 0.422 5.154
H: 1.244 0.286 5.238
H: -2.207 -6.679 -1.263
H: 2.877 -0.928 -4.014
H: 1.337 1.434 3.041
H: 0.730 3.497 4.282
H: 3.516 6.778 3.841
H: 1.814 1.157 -3.004
H: 2.246 6.754 -0.505
H: -2.832 -0.478 -1.102
H: -2.249 -4.313 -1.808
H: -3.029 1.972 -1.649
H: 1.248 -4.746 -4.273
H: -2.976 1.573 2.945
H: 2.982 1.511 -4.285
H: 1.247 1.591 -4.629
H: -1.349 1.554 -1.268
H: 1.282 -7.149 -3.809



# 6
ORCA calculation (ωB97M-V/def2-TZVPD) on C31H34BCl2CrN10O5 as an isolated structure.

Its gap between HOMO and LUMO (spin up / spin down) is 4.17 / 6.58 eV. Its HOMO energy (spin up / spin down) is -2.2857 / -4.6997 eV. For the energy above the lowest of the compared OMol25 structures with the same formula, charge and spin, the calculation gives 0.0 kcal per mole. As for the multiplicity: 5. As for the expectation value of S²: 6.052. The total energy is -111989.9077 eV. The net charge is -1.

Positions of all 84 atoms, in Å:
Cr: 0.137 0.274 -0.160
Cl: 3.668 3.091 1.331
Cl: 6.130 2.822 -3.468
O: -1.122 1.693 -0.709
O: 0.609 -0.030 -1.995
O: 1.673 1.373 0.080
O: 0.096 3.191 -1.847
O: -1.078 5.230 -2.868
N: 1.143 -1.366 0.762
N: 0.303 -5.733 -1.869
N: -0.484 0.730 1.798
N: 0.122 -3.251 -1.724
N: 1.842 -5.617 -0.079
N: -1.547 -0.980 -0.254
N: 1.105 -7.651 -0.899
N: -0.989 -0.248 2.589
N: -1.839 -1.781 0.800
N: 0.469 -2.070 1.709
C: -2.254 3.487 -1.705
C: -0.977 2.747 -1.412
C: -0.584 1.878 2.458
C: -2.000 -0.554 4.844
C: 2.665 1.248 -2.113
C: 3.402 -1.382 -0.261
C: 0.207 -4.402 -1.790
C: 2.361 -1.886 0.674
C: 2.483 -2.942 1.592
C: 0.814 -3.941 3.318
C: 4.765 2.879 -1.129
C: 1.062 -6.281 -0.968
C: -4.663 3.652 -1.538
C: 3.680 2.516 -0.321
C: 1.658 0.426 -2.626
C: -1.401 0.274 3.758
C: -3.418 5.373 -2.679
C: -4.620 4.852 -2.243
C: 4.775 2.403 -2.430
C: -2.222 4.696 -2.420
C: -1.161 1.632 3.715
C: -2.909 -2.544 0.515
C: -3.471 -3.540 1.474
C: 2.633 1.712 -0.749
C: -3.479 2.986 -1.276
C: 1.256 -3.023 2.226
C: -0.149 3.186 1.890
C: 3.768 1.613 -2.929
C: -2.430 -1.236 -1.210
C: -2.413 -0.570 -2.544
C: -3.322 -2.223 -0.760
B: -0.986 -1.696 2.072
H: 0.449 3.047 0.994
H: 3.357 -3.547 1.772
H: -3.789 -3.069 2.405
H: -2.397 -1.331 -3.327
H: 1.733 0.126 -3.674
H: -3.471 2.054 -0.723
H: -2.738 -4.307 1.726
H: -4.148 -2.651 -1.304
H: -0.051 -4.536 3.022
H: 4.237 -2.082 -0.293
H: -3.307 0.042 -2.677
H: -5.538 5.388 -2.455
H: -4.335 -4.027 1.023
H: -2.896 -1.076 4.502
H: 1.982 -8.049 -0.606
H: -1.531 0.051 -2.656
H: -2.275 0.087 5.680
H: 0.537 -3.387 4.215
H: 3.811 1.257 -3.950
H: -1.407 -2.441 2.909
H: 0.693 -8.099 -1.702
H: 1.721 -4.612 0.001
H: 0.454 3.726 2.622
H: -5.608 3.247 -1.199
H: -1.022 3.796 1.646
H: -1.372 2.354 4.486
H: 1.630 -4.616 3.576
H: 2.999 -1.260 -1.265
H: -3.370 6.305 -3.227
H: -1.300 -1.308 5.207
H: -0.365 4.580 -2.594
H: 3.776 -0.408 0.059
H: 2.050 -6.076 0.792
H: 5.559 3.499 -0.743